Entry 1:
C4H9NO | the ωB97M-V functional and the def2-TZVPD basis

## Properties
SMILES	CCNC(C)=O
lowest unoccupied orbital energy	0.93	eV

Each atom is followed by the atoms it is bonded to, with distances in Å.
Positions of all 15 atoms, in Å:
1 C 1.500 0.481 -1.373  C2 1.526, H7 1.095, H8 1.096, H9 1.093
2 C 0.309 -0.473 -1.364  C1 1.526, N3 1.454, H10 1.094, H11 1.094
3 N -0.209 -0.702 -0.026  C2 1.454, C4 1.363, H12 1.008
4 C -0.908 0.273 0.621  N3 1.363, C5 1.516, O6 1.221
5 C -1.203 0.010 2.085  C4 1.516, H13 1.094, H14 1.092, H15 1.095
6 O -1.258 1.301 0.062  C4 1.221
7 H 1.849 0.660 -2.395  C1 1.095
8 H 2.334 0.077 -0.788  C1 1.096
9 H 1.199 1.438 -0.939  C1 1.093
10 H -0.505 -0.060 -1.968  C2 1.094
11 H 0.580 -1.444 -1.790  C2 1.094
12 H 0.151 -1.478 0.507  N3 1.008
13 H -1.009 -1.022 2.392  C5 1.094
14 H -2.247 0.259 2.286  C5 1.092
15 H -0.581 0.680 2.688  C5 1.095

Just the Löwdin charges please, in e? Sure, here they are: C -0.090; C -0.244; N 0.034; C -0.550; C -0.005; O 0.041; H 0.072; H 0.072; H 0.070; H 0.116; H 0.112; H 0.130; H 0.071; H 0.084; H 0.087

Entry 2:
C4H9NO | the ωB97M-V functional and the def2-TZVPD basis

## Properties
SMILES	C=N/C=C/C.O
lowest unoccupied orbital energy	0.57	eV

Each atom is followed by the atoms it is bonded to, with distances in Å.
Positions of all 15 atoms, in Å:
1 C -0.906 0.887 0.927  N2 1.231, H6 1.109, H7 1.163
2 N -1.173 0.267 -0.102  C1 1.231, C3 1.350
3 C -0.383 0.105 -1.184  N2 1.350, C4 1.338, H8 1.208
4 C 0.882 0.525 -1.076  C3 1.338, C5 1.533, H9 0.992
5 C 1.835 0.499 -2.276  C4 1.533, H10 1.128, H11 1.145, H12 1.098
6 H -0.281 1.681 1.384  C1 1.109
7 H -1.835 0.943 1.625  C1 1.163
8 H -1.004 -0.331 -2.124  C3 1.208
9 H 1.244 0.959 -0.260  C4 0.992
10 H 1.428 -0.234 -3.031  C5 1.128
11 H 2.762 -0.048 -1.884  C5 1.145
12 H 2.121 1.412 -2.814  C5 1.098
13 O -1.197 -2.026 3.644  H14 1.048, H15 0.943
14 H -1.873 -2.114 2.848  O13 1.048
15 H -1.621 -2.525 4.322  O13 0.943

Just the Löwdin charges please, in e? Sure, here they are: C -0.099; N -0.057; C -0.195; C -0.137; C -0.106; H 0.086; H 0.085; H 0.159; H 0.046; H 0.074; H 0.085; H 0.065; O -0.105; H 0.103; H -0.003

Entry 3:
C4H9NO | the ωB97M-V functional and the def2-TZVPD basis

## Properties
SMILES	CCC(=O)NC
lowest unoccupied orbital energy	0.92	eV

Each atom is followed by the atoms it is bonded to, with distances in Å.
Positions of all 15 atoms, in Å:
1 C -0.423 1.495 -0.158  C2 1.739, H7 1.121, H8 1.092, H9 1.071
2 C -0.294 0.542 -1.607  C1 1.739, C3 1.467, H10 1.119, H11 1.083
3 C -0.361 -0.537 -0.615  C2 1.467, O4 1.226, N5 1.366
4 O -1.516 -0.855 -0.355  C3 1.226
5 N 0.736 -0.985 0.064  C3 1.366, C6 1.447, H12 1.009
6 C 0.559 -1.334 1.458  N5 1.447, H13 1.102, H14 1.091, H15 1.089
7 H -0.587 1.070 0.867  C1 1.121
8 H 0.562 1.963 -0.088  C1 1.092
9 H -1.241 2.170 -0.307  C1 1.071
10 H -1.035 0.230 -2.386  C2 1.119
11 H 0.480 1.099 -2.120  C2 1.083
12 H 1.626 -0.583 -0.188  N5 1.009
13 H 0.763 -0.481 2.126  C6 1.102
14 H -0.483 -1.633 1.585  C6 1.091
15 H 1.213 -2.163 1.725  C6 1.089

Just the Löwdin charges please, in e? Sure, here they are: C -0.024; C -0.044; C -0.661; O 0.007; N 0.000; C -0.085; H 0.086; H 0.070; H 0.061; H 0.122; H 0.086; H 0.135; H 0.083; H 0.086; H 0.078

Entry 4:
C4H9NO | the ωB97M-V functional and the def2-TZVPD basis

## Properties
SMILES	CN1CC(O)C1
lowest unoccupied orbital energy	0.98	eV

Each atom is followed by the atoms it is bonded to, with distances in Å.
Positions of all 15 atoms, in Å:
1 C -1.918 -0.045 0.207  N2 1.443, H7 1.094, H8 1.104, H9 1.094
2 N -0.697 -0.261 -0.531  C1 1.443, C3 1.471, C6 1.466
3 C 0.351 -1.095 0.077  N2 1.471, C4 1.542, H10 1.096, H11 1.101
4 C 1.395 -0.082 -0.432  C3 1.542, O5 1.398, C6 1.537, H12 1.092
5 O 2.481 0.259 0.379  C4 1.398, H13 0.967
6 C 0.209 0.891 -0.543  N2 1.466, C4 1.537, H14 1.109, H15 1.098
7 H -2.480 -0.974 0.340  C1 1.094
8 H -1.719 0.388 1.203  C1 1.104
9 H -2.544 0.663 -0.343  C1 1.094
10 H 0.394 -2.138 -0.258  C3 1.096
11 H 0.331 -1.072 1.178  C3 1.101
12 H 1.803 -0.360 -1.406  C4 1.092
13 H 2.146 0.780 1.122  O5 0.967
14 H 0.099 1.466 0.399  C6 1.109
15 H 0.148 1.582 -1.394  C6 1.098

Just the Löwdin charges please, in e? Sure, here they are: C -0.112; N -0.204; C -0.124; C -0.351; O -0.022; C -0.138; H 0.083; H 0.079; H 0.084; H 0.113; H 0.119; H 0.148; H 0.090; H 0.116; H 0.117

no.,E_tot (eV)
1,-7832.137
2,-7828.203
3,-7829.605
4,-7830.195